{"formula": "C14H29NSi2Zn", "method": "the ωB97M-V functional and the def2-TZVPD basis", "species": ["H", "H", "H", "H", "N", "Si", "C", "C", "H", "C", "H", "C", "H", "C", "H", "H", "C", "H", "H", "H", "H", "H", "C", "H", "Zn", "H", "H", "C", "C", "H", "H", "H", "H", "H", "H", "C", "H", "H", "C", "Si", "H", "H", "H", "C", "C", "H", "C"], "xyz": [[-1.02, 2.57, 3.57], [-1.09, -1.17, 3.01], [0.61, 2.89, -1.74], [-2.72, 0.76, 0.15], [-2.16, -0.82, -0.91], [1.09, -1.17, 1.75], [0.95, -2.17, -2.49], [-0.95, 0.83, -3.89], [2.29, 1.56, -3.36], [-0.31, 1.82, 3.20], [0.96, -1.81, -3.52], [1.21, 1.47, -3.36], [-1.93, 2.10, -2.32], [-1.02, 1.76, -2.81], [-2.54, -0.15, 1.65], [-2.82, -1.34, -1.51], [-0.17, -2.78, -1.96], [3.22, -0.22, 2.62], [-1.80, 0.35, -4.36], [0.31, 3.61, 0.46], [2.44, -3.22, 1.61], [-1.11, -2.80, -2.52], [0.53, 0.25, 0.63], [-1.18, 3.18, -0.42], [-0.25, -0.75, -0.90], [1.41, 0.76, 0.21], [-0.42, 0.91, 3.80], [1.94, -2.58, 0.87], [0.32, 2.16, -2.50], [0.72, 2.21, 3.33], [-1.28, 3.90, 1.19], [1.25, -3.22, 0.31], [-0.30, -2.78, 3.03], [-1.17, -2.21, 1.56], [1.89, 0.24, 3.70], [-0.53, -1.90, 2.40], [-0.10, -3.48, -1.13], [-3.13, 1.54, 1.74], [0.42, 0.64, -4.23], [-0.67, 1.49, 1.36], [0.80, -0.01, -5.01], [2.70, -2.22, 0.17], [2.52, -1.42, 3.75], [-2.44, 0.85, 1.23], [2.29, -0.57, 3.09], [1.93, -2.24, -2.00], [-0.70, 3.20, 0.56]], "nbo_charge": [0.211, 0.227, 0.181, 0.329, -1.756, 1.681, -0.592, -0.357, 0.169, -1.132, 0.230, -0.396, 0.193, -0.348, 0.236, 0.293, -0.493, 0.221, 0.179, 0.214, 0.208, 0.235, -1.849, 0.258, 1.610, 0.252, 0.216, -1.132, -0.381, 0.208, 0.202, 0.233, 0.194, 0.275, 0.234, -1.144, 0.191, 0.177, -0.387, 1.745, 0.164, 0.228, 0.203, -1.169, -1.128, 0.187, -1.122], "total_energy_ha": -2963.7545, "max_force_ha_per_bohr": 0.049, "lumo_energy_ev": [4.94, 4.96], "orbital_gap_ev": [4.021, 3.750], "relative_energy_ev": 0.446, "total_charge": -2}


{"formula": "C31H29Br9F4O3", "method": "the ωB97M-V functional and the def2-TZVPD basis", "species": ["H", "H", "Br", "C", "C", "Br", "C", "F", "C", "C", "C", "C", "C", "H", "Br", "Br", "C", "C", "H", "F", "C", "H", "H", "C", "C", "H", "H", "O", "C", "H", "H", "H", "C", "H", "H", "C", "H", "H", "H", "C", "C", "Br", "C", "C", "C", "C", "O", "Br", "H", "C", "H", "H", "F", "Br", "C", "C", "C", "F", "H", "O", "H", "H", "Br", "H", "H", "H", "C", "C", "H", "Br", "C", "H", "H", "C", "H", "C"], "xyz": [[-5.27, 5.98, 6.38], [-4.93, -2.77, 8.00], [0.72, 0.96, 1.92], [-1.18, 0.60, 1.45], [2.75, -4.08, -5.19], [-6.45, -1.48, 6.38], [2.36, -5.12, -4.36], [0.70, -6.18, -3.03], [-2.50, 2.73, -9.18], [6.75, 0.87, -1.63], [4.11, -4.90, 1.86], [-4.76, -1.92, 7.34], [5.39, -5.41, 2.00], [-1.41, -0.45, 1.61], [-2.43, 1.63, 2.69], [-5.79, -3.25, -2.50], [-5.99, -3.15, -0.56], [-6.93, 5.95, 7.83], [2.14, -2.38, -6.16], [-5.35, 8.35, 5.70], [-7.93, 6.69, 8.43], [-5.50, -2.23, -0.25], [-6.80, 4.88, 7.94], [0.21, -4.01, -3.98], [6.07, -5.13, 3.21], [3.49, -5.01, 0.98], [4.62, 0.58, -1.86], [9.50, -0.47, -0.01], [-1.90, 2.86, -6.83], [3.62, -3.41, 4.88], [6.01, 1.62, 0.24], [-8.77, 8.52, 8.71], [8.56, 0.17, -0.41], [-7.27, 9.67, 7.08], [-2.23, 3.31, -5.90], [3.50, -4.17, 2.92], [-0.99, 1.98, -10.49], [-3.85, 3.29, -7.73], [7.08, -5.42, 3.46], [1.80, -3.10, -5.44], [-6.06, 6.51, 6.89], [-1.61, 0.89, -0.50], [6.90, 1.71, -0.39], [-8.01, 7.99, 8.16], [5.54, 0.00, -1.74], [0.52, -3.00, -4.85], [7.89, 0.04, -1.54], [-4.94, -4.53, 0.37], [-0.76, -3.99, -3.52], [-7.09, 8.63, 7.29], [6.86, 1.49, -2.52], [5.86, -6.03, 1.25], [2.21, -3.80, 2.87], [-7.89, -3.19, 0.03], [-0.62, 2.40, -7.16], [-6.12, 7.83, 6.65], [-0.30, 2.06, -8.46], [-3.36, 2.92, -10.22], [2.96, -6.01, -4.27], [7.98, 1.11, 0.31], [-0.17, -2.17, -4.88], [5.92, -4.15, 5.15], [-3.37, -2.38, 6.04], [0.17, 2.24, -6.43], [3.70, -4.04, -5.71], [0.63, 1.69, -8.88], [5.43, -4.40, 4.22], [-2.83, 2.95, -7.88], [-8.63, 6.34, 9.17], [-4.06, -0.34, 8.36], [-1.22, 2.23, -9.47], [5.71, -0.59, -2.64], [5.40, -0.65, -0.87], [4.13, -3.95, 4.09], [7.04, 2.77, -0.61], [1.06, -5.15, -3.82]], "mulliken_charge": [0.402, 0.372, 0.002, -0.338, -0.562, -0.008, -0.228, -0.284, 0.221, 0.438, -0.479, -0.345, -0.431, 0.364, -0.021, -0.008, -0.292, -0.291, 0.309, -0.301, -0.531, 0.328, 0.340, -0.199, -0.436, 0.452, 0.380, -0.563, -0.465, 0.397, 0.229, 0.330, 0.711, 0.373, 0.381, 0.385, 0.364, 0.367, 0.359, -0.211, -0.438, -0.011, -0.340, -0.151, -1.387, -0.610, -0.367, -0.011, 0.416, -0.574, 0.262, 0.403, -0.299, -0.017, -0.415, 0.484, -0.401, -0.293, 0.392, -0.345, 0.398, 0.343, 0.008, 0.364, 0.403, 0.346, -0.322, -0.212, 0.357, -0.024, -0.255, 0.348, 0.344, -0.370, 0.288, 0.176], "total_energy_ha": -24989.8580, "max_force_ha_per_bohr": 0.067, "lumo_energy_ev": -0.88, "orbital_gap_ev": 8.376, "relative_energy_ev": 1.834}


{"formula": "C4H6O2", "method": "the ωB97M-V functional and the def2-TZVPD basis", "species": ["H", "C", "C", "H", "H", "O", "C", "C", "O", "H", "H", "H"], "xyz": [[-1.60, 1.23, 0.07], [1.47, -0.30, -0.27], [-0.15, 0.22, 1.30], [-1.23, -0.97, -1.55], [-2.32, -0.23, 0.39], [0.49, 0.27, -1.25], [-1.22, 0.22, 0.28], [-0.79, -0.07, -0.96], [0.83, -0.66, 0.86], [0.44, 0.91, 1.90], [1.94, -1.23, -0.60], [2.13, 0.60, -0.17]], "nbo_charge": [0.340, 0.245, -0.039, 0.164, 0.258, -0.534, -0.621, 0.204, -0.522, 0.187, 0.171, 0.149], "total_energy_ha": -306.2629, "max_force_ha_per_bohr": 0.110, "lumo_energy_ev": -0.44, "orbital_gap_ev": 6.444, "relative_energy_ev": 6.624}


{"formula": "C3H11NO4", "method": "the ωB97M-V functional and the def2-TZVPD basis", "species": ["H", "H", "N", "H", "O", "H", "C", "H", "O", "C", "O", "H", "H", "C", "H", "H", "O", "H", "H"], "xyz": [[-0.63, -0.12, -1.04], [2.00, 1.37, -0.44], [-0.63, 0.32, -0.10], [0.84, -1.77, -2.65], [0.14, -1.32, -2.17], [-0.05, -2.04, -1.55], [-1.03, -0.71, 0.81], [2.72, 2.32, -1.33], [0.80, -2.31, 0.63], [0.29, -1.43, 1.26], [0.73, -0.89, 2.37], [1.64, -1.09, 2.65], [-0.59, 2.41, 0.10], [-1.29, 1.59, 0.00], [-1.63, -1.50, 0.34], [-1.90, 1.80, -0.88], [2.23, 2.30, -0.49], [-1.53, -0.49, 1.75], [-2.10, 1.58, 0.74]], "nbo_charge": [0.466, 0.449, -0.142, 0.511, -0.966, 0.483, -0.381, 0.483, -0.522, 0.804, -0.662, 0.537, 0.301, -0.493, 0.275, 0.272, -0.928, 0.270, 0.244], "total_energy_ha": -476.2901, "max_force_ha_per_bohr": 0.069, "lumo_energy_ev": [-3.09, -8.28], "orbital_gap_ev": [11.929, 6.734], "relative_energy_ev": 1.041, "total_charge": 1, "multiplicity": 2}